(1)
Entry from OMol25: a cluster of 2 separate species, C2H9NS2 in total (ωB97M-V with the def2-TZVPD basis set).

Each line ends with the Mulliken charge.
CARTESIAN COORDINATES (ANGSTROEM)
S -2.857 -1.205 -4.930  -0.168
S -1.075 -1.812 -5.672  -0.170
H -3.453 -2.289 -4.425  0.168
H -1.197 -2.020 -6.998  0.171
C 0.711 1.720 1.460  -0.687
N 1.080 0.388 1.781  0.042
C 0.758 -0.172 3.064  -0.719
H -0.343 1.931 1.630  0.324
H 1.329 2.445 2.013  0.356
H 0.928 1.945 0.415  0.326
H 2.032 0.155 1.494  0.337
H 1.082 -1.210 3.036  0.336
H -0.311 -0.204 3.269  0.331
H 1.317 0.327 3.863  0.353

Values from the calculation:
Molar mass ... 111.235 g/mol
HOMO energy (alpha / beta) ... -11.4045 / -11.4045 eV
Net charge ... +1
LUMO energy (alpha / beta) ... -3.53 / -8.41 eV
<S²> ... 0.754
Spin multiplicity ... 2

(2)
Entry from OMol25: a structure of composition C13H37AsF6KN3O4 (ωB97M-V with the def2-TZVPD basis set).

Each line ends with the Mulliken charge.
CARTESIAN COORDINATES (ANGSTROEM)
K 29.920 21.863 -25.540  0.809
As 28.206 22.658 -29.466  2.123
F 29.437 22.736 -30.706  -0.499
F 28.335 20.912 -29.565  -0.511
F 27.074 22.546 -28.124  -0.493
F 28.073 24.385 -29.387  -0.494
F 26.922 22.591 -30.640  -0.499
F 29.471 22.705 -28.246  -0.641
C 31.003 21.659 -22.201  -0.628
O 31.628 21.986 -23.443  -0.392
H 31.683 21.021 -21.633  0.430
H 30.641 22.519 -21.635  0.317
H 30.115 21.060 -22.418  0.114
H 32.458 22.423 -23.235  0.213
C 29.978 16.997 -25.311  -1.600
C 30.230 18.503 -25.463  0.393
C 31.179 18.755 -26.619  -0.711
O 31.641 20.105 -26.531  -0.086
C 32.615 20.392 -27.526  -0.679
N 28.927 19.200 -25.555  -0.479
H 29.597 16.564 -26.241  0.342
H 29.286 16.701 -24.521  0.409
H 30.881 16.422 -25.071  0.421
H 30.669 18.884 -24.533  0.022
H 30.658 18.632 -27.577  0.425
H 32.038 18.085 -26.562  0.390
H 32.693 21.484 -27.528  0.028
H 32.200 20.152 -28.504  0.390
H 33.619 20.041 -27.299  0.286
H 28.656 18.923 -26.500  0.257
H 28.191 18.952 -24.914  0.251
C 31.982 26.177 -25.642  -1.524
C 31.087 25.358 -26.565  0.804
C 30.588 26.125 -27.797  -0.581
O 29.944 27.289 -27.370  -0.316
C 29.334 27.968 -28.437  -0.780
N 31.707 24.068 -26.859  -0.373
H 31.452 26.954 -25.103  0.323
H 32.853 26.531 -26.201  0.368
H 32.418 25.480 -24.919  0.373
H 30.152 25.118 -26.037  -0.069
H 29.992 25.482 -28.447  0.261
H 31.508 26.355 -28.369  0.310
H 29.108 28.996 -28.149  0.284
H 28.437 27.515 -28.864  0.264
H 30.060 28.093 -29.254  0.338
H 32.552 24.203 -27.416  0.295
H 31.118 23.553 -27.513  0.097
C 28.025 24.074 -22.721  -1.487
C 27.485 22.664 -22.496  0.218
C 26.012 22.715 -22.106  -0.724
O 25.701 21.487 -21.470  -0.298
C 24.405 21.458 -20.927  -0.774
N 27.707 21.957 -23.806  -0.267
H 27.674 24.431 -23.691  0.367
H 29.113 24.045 -22.822  0.246
H 27.791 24.777 -21.922  0.441
H 28.028 22.069 -21.761  0.423
H 25.339 22.811 -22.969  0.333
H 25.837 23.578 -21.451  0.399
H 24.326 22.197 -20.125  0.312
H 24.253 20.475 -20.483  0.254
H 23.582 21.589 -21.634  0.299
H 26.926 22.335 -24.342  0.207
H 27.557 20.958 -23.702  0.067

Values from the calculation:
Molar mass ... 527.464 g/mol
HOMO energy ... -9.4210 eV
LUMO energy ... -0.19 eV

(3)
Entry from OMol25: an isolated molecule of C15H15Cl2N3O3S2 (ωB97M-V with the def2-TZVPD basis set).

Each line ends with the Mulliken charge.
CARTESIAN COORDINATES (ANGSTROEM)
C -3.480 -0.946 0.192  -1.301
H -3.510 -1.618 1.048  0.332
H -4.288 -1.210 -0.484  0.404
C -3.629 0.506 0.646  0.370
N -2.508 0.877 1.492  -0.229
C -1.498 1.655 1.050  0.674
O -1.471 2.198 -0.034  -0.618
N -0.441 1.803 1.926  -0.335
H -0.355 1.261 2.769  0.257
S 0.926 2.677 1.434  1.402
O 0.660 4.073 1.504  -0.707
O 1.984 2.146 2.240  -0.656
C 1.175 2.191 -0.261  -0.123
C 1.290 0.854 -0.616  0.387
C 1.543 0.559 -1.954  -0.447
C 1.689 1.615 -2.838  -0.480
N 1.591 2.888 -2.493  -0.610
C 1.332 3.168 -1.231  -0.187
H 1.237 4.207 -0.953  0.484
H 1.888 1.428 -3.885  0.388
H 1.616 -0.462 -2.293  0.543
S 1.010 -0.395 0.596  -0.120
C 2.013 -1.731 -0.025  0.653
C 3.318 -1.497 -0.438  -0.674
C 4.083 -2.566 -0.875  0.268
C 3.579 -3.859 -0.881  -0.683
C 2.282 -4.070 -0.440  0.235
C 1.488 -3.016 -0.015  -0.831
H 0.478 -3.187 0.319  0.487
Cl 1.641 -5.667 -0.432  -0.212
H 4.187 -4.683 -1.218  0.443
Cl 5.696 -2.287 -1.408  -0.211
H 3.732 -0.501 -0.419  0.587
H -2.432 0.418 2.385  0.269
C -4.937 0.729 1.397  -1.451
H -4.992 0.079 2.268  0.343
H -5.780 0.510 0.749  0.403
H -5.011 1.762 1.726  0.377
H -3.574 1.170 -0.221  0.286
H -2.534 -1.079 -0.327  0.282

Values from the calculation:
Molar mass ... 420.343 g/mol
HOMO energy ... -9.0117 eV
LUMO energy ... 0.03 eV
Structure (SMILES) ... CC(C)NC(=O)NS(=O)(=O)c1cnccc1Sc1cc(Cl)cc(Cl)c1

(4)
Entry from OMol25: a structure of composition C24H80N25O17PSi2 (ωB97M-V with the def2-TZVPD basis set).

Each line ends with the Mulliken charge.
CARTESIAN COORDINATES (ANGSTROEM)
C 4.028 -0.617 -1.538  -1.000
C 4.121 -0.473 -0.026  -0.396
C 3.385 -1.628 0.670  0.470
C 1.883 -1.329 0.857  -0.828
Si 0.734 -2.154 -0.365  0.721
C -0.709 -2.877 0.591  -1.577
O 1.576 -3.337 -1.192  0.242
C 0.785 -4.334 -1.825  0.047
C 0.161 -3.915 -3.135  0.959
C 1.083 -4.152 -4.340  -1.323
O -1.050 -4.696 -3.287  -0.654
O 0.276 -0.999 -1.506  0.071
Si -0.960 0.039 -1.135  0.136
C -2.682 -0.771 -1.163  -0.993
O -3.685 0.202 -1.393  -0.257
C -4.950 -0.387 -1.642  -0.663
C -6.072 0.364 -0.921  -0.345
C -7.211 -0.582 -0.534  -1.005
P -0.754 1.678 -2.697  0.023
N -2.178 1.683 -3.677  -0.455
O -0.936 3.122 -1.874  -0.504
H 4.474 -1.568 -1.819  0.244
H 4.534 0.193 -2.054  0.471
H 2.991 -0.658 -1.860  0.040
H 3.640 0.449 0.281  0.105
H 5.148 -0.423 0.327  0.514
H 3.806 -1.705 1.667  -0.151
H 3.585 -2.578 0.185  -0.344
H 1.684 -0.263 0.894  0.435
H 1.605 -1.704 1.842  0.461
H -1.578 -3.097 -0.023  0.417
H -0.374 -3.818 1.018  0.436
H -1.000 -2.199 1.384  0.415
H 0.003 -4.755 -1.191  0.122
H 1.456 -5.158 -2.056  -0.693
H -0.130 -2.867 -3.168  0.121
H 2.105 -4.026 -3.997  0.223
H 0.893 -5.150 -4.716  0.121
H 0.871 -3.404 -5.091  0.579
H -1.606 -4.231 -3.933  0.355
H -0.771 0.707 0.178  -0.265
H -2.868 -1.195 -0.175  0.533
H -2.694 -1.566 -1.910  0.576
H -5.152 -0.430 -2.714  0.240
H -4.954 -1.415 -1.286  0.392
H -6.421 1.158 -1.571  0.282
H -5.636 0.781 -0.020  0.310
H -7.903 -0.677 -1.367  0.303
H -7.731 -0.194 0.334  0.175
H -6.847 -1.577 -0.300  0.386
H -2.347 2.596 -4.080  0.235
H -2.090 0.984 -4.402  0.220
H -0.600 3.026 -0.969  0.281
C 5.170 -5.644 -1.058  0.455
O 6.065 -4.870 -0.756  -0.680
N 5.399 -6.977 -1.285  -0.342
N 3.871 -5.265 -1.199  -0.130
H 4.675 -7.620 -1.546  0.170
H 6.342 -7.303 -1.195  0.215
H 3.644 -4.296 -1.053  0.160
H 3.138 -5.903 -1.452  0.122
C 3.636 3.796 0.491  0.513
O 3.687 2.581 0.391  -0.589
N 4.511 4.509 1.258  -0.336
N 2.700 4.547 -0.161  -0.297
H 4.470 5.506 1.353  0.168
H 5.215 3.993 1.751  0.198
H 2.045 4.060 -0.742  0.182
H 2.641 5.544 -0.081  0.144
C 1.598 7.434 2.518  0.591
O 2.388 6.515 2.333  -0.616
N 1.685 8.620 1.848  -0.350
N 0.576 7.351 3.412  -0.387
H 1.050 9.384 1.990  0.173
H 2.425 8.720 1.177  0.232
H 0.478 6.494 3.926  0.185
H -0.066 8.105 3.576  0.132
C 5.735 8.467 4.134  0.568
O 6.562 9.302 4.480  -0.742
N 6.030 7.136 4.051  -0.338
N 4.455 8.791 3.808  -0.271
H 5.362 6.440 3.775  0.160
H 6.965 6.856 4.282  0.207
H 4.194 9.758 3.858  0.198
H 3.773 8.112 3.525  0.187
C -0.074 -5.006 -8.217  0.643
O 0.709 -4.121 -7.910  -0.681
N 0.324 -6.302 -8.388  -0.446
N -1.399 -4.767 -8.428  -0.343
H -0.298 -7.043 -8.649  0.159
H 1.295 -6.506 -8.243  0.223
H -1.720 -3.822 -8.320  0.225
H -2.055 -5.473 -8.702  0.141
C -3.280 9.327 3.544  0.658
O -2.437 10.141 3.884  -0.637
N -2.999 7.991 3.490  -0.299
N -4.549 9.682 3.191  -0.392
H -3.651 7.283 3.209  0.177
H -2.072 7.726 3.753  0.135
H -4.776 10.658 3.222  0.224
H -5.251 9.026 2.908  0.167
C -0.575 -3.664 -12.007  0.599
O -1.727 -3.958 -11.732  -0.645
N 0.410 -3.592 -11.067  -0.232
N -0.184 -3.386 -13.290  -0.389
H 1.361 -3.355 -11.275  0.165
H 0.157 -3.788 -10.114  0.205
H -0.888 -3.431 -14.003  0.231
H 0.753 -3.142 -13.544  0.157
C 4.613 9.615 8.097  0.554
O 3.993 8.997 8.946  -0.659
N 4.588 10.984 8.028  -0.368
N 5.378 9.007 7.147  -0.280
H 5.091 11.512 7.341  0.183
H 4.036 11.468 8.710  0.207
H 5.419 8.006 7.169  0.160
H 5.894 9.502 6.436  0.197
C 1.316 -8.260 -3.156  0.635
O 2.228 -7.491 -2.895  -0.637
N 1.523 -9.597 -3.349  -0.449
N 0.024 -7.838 -3.278  -0.292
H 0.791 -10.246 -3.566  0.143
H 2.464 -9.933 -3.268  0.226
H -0.162 -6.857 -3.149  0.151
H -0.739 -8.450 -3.493  0.166
C 5.158 -1.944 4.524  0.604
O 4.289 -2.001 3.675  -0.641
N 5.011 -1.222 5.679  -0.414
N 6.351 -2.596 4.386  -0.382
H 5.714 -1.160 6.390  0.154
H 4.146 -0.731 5.804  0.216
H 6.486 -3.129 3.546  0.228
H 7.085 -2.564 5.068  0.161
C -9.076 -0.743 2.884  0.633
O -8.856 0.332 2.349  -0.680
N -8.313 -1.232 3.902  -0.295
N -10.112 -1.550 2.503  -0.371
H -8.487 -2.116 4.354  0.174
H -7.545 -0.665 4.208  0.173
H -10.696 -1.224 1.757  0.216
H -10.311 -2.433 2.934  0.166
C -8.693 -3.644 7.091  0.656
O -9.233 -3.355 6.035  -0.631
N -7.440 -3.209 7.418  -0.343
N -9.304 -4.426 8.026  -0.431
H -6.982 -3.435 8.280  0.176
H -6.964 -2.631 6.752  0.187
H -10.226 -4.760 7.813  0.216
H -8.885 -4.677 8.901  0.156

Values from the calculation:
Molar mass ... 1078.208 g/mol
HOMO energy ... -6.7685 eV
LUMO energy ... 0.21 eV

(5)
Entry from OMol25: a structure of composition C30H34NOPPd (ωB97M-V with the def2-TZVPD basis set).

Each line ends with the Mulliken charge.
CARTESIAN COORDINATES (ANGSTROEM)
Pd -0.386 -0.225 0.301  -0.772
C 0.113 -5.733 0.104  -1.513
C -1.126 -5.538 -0.723  1.114
C -1.936 -6.625 -1.035  -0.712
C -3.084 -6.477 -1.802  -0.606
C -3.433 -5.217 -2.264  -0.891
C -2.633 -4.124 -1.958  -0.483
C -1.471 -4.259 -1.197  0.484
P -0.507 -2.778 -0.651  0.657
C -1.537 -1.353 -1.161  0.071
C -2.402 -0.880 -0.102  0.569
C -3.420 0.079 -0.376  -1.117
C -3.576 0.591 -1.627  -0.290
C -2.716 0.158 -2.673  -1.551
C -1.726 -0.778 -2.471  0.854
C -0.879 -1.159 -3.653  -1.304
C 0.913 -2.821 -1.795  0.292
C 1.040 -3.789 -2.783  -0.188
C 2.027 -3.752 -3.762  -0.954
C 2.908 -2.661 -3.750  -0.436
C 2.828 -1.699 -2.776  -0.876
C 1.862 -1.732 -1.714  1.018
C 1.851 -0.717 -0.749  -1.419
H 0.130 -6.726 0.558  0.420
H 0.171 -4.973 0.887  0.315
H 1.011 -5.609 -0.508  0.256
H -1.660 -7.607 -0.662  0.332
H -3.700 -7.339 -2.031  0.342
H -4.327 -5.081 -2.863  0.414
H -2.911 -3.137 -2.311  0.371
H -2.528 -1.479 0.796  0.331
H -4.066 0.393 0.438  0.382
H -4.341 1.332 -1.830  0.273
H -2.841 0.572 -3.669  0.229
H -1.255 -0.657 -4.548  0.449
H -0.877 -2.234 -3.829  0.179
H 0.160 -0.867 -3.498  0.146
H 0.304 -4.586 -2.832  0.217
H 2.081 -4.519 -4.526  0.369
H 3.675 -2.574 -4.516  0.315
H 3.534 -0.873 -2.778  0.253
H 2.584 0.076 -0.861  0.243
H 1.583 -0.917 0.299  0.481
O -0.830 2.633 -1.504  -0.698
H -0.519 1.942 -0.882  0.089
H -1.423 2.112 -2.063  0.421
C -1.536 3.605 1.797  -0.819
N -0.164 3.876 2.212  -0.111
C 0.403 4.915 1.378  -0.915
C 0.675 2.667 2.127  -1.060
C 0.149 1.525 2.963  0.884
C 0.147 1.695 4.349  -0.385
C -0.361 0.717 5.190  -0.456
C -0.873 -0.442 4.615  -0.684
C -0.864 -0.598 3.235  -0.175
C -0.352 0.366 2.334  -0.267
H -2.130 4.516 1.926  0.361
H -1.958 2.818 2.420  0.276
H -1.606 3.283 0.749  0.282
H -0.190 5.830 1.469  0.322
H 0.433 4.632 0.312  0.285
H 1.424 5.133 1.702  0.308
H 1.676 2.965 2.464  0.647
H 0.759 2.309 1.087  0.256
H 0.536 2.621 4.766  0.325
H -0.359 0.853 6.267  0.322
H -1.282 -1.228 5.246  0.366
H -1.271 -1.523 2.832  0.164

Values from the calculation:
Molar mass ... 562.002 g/mol
HOMO energy ... 0.1075 eV
Net charge ... -2
LUMO energy ... 4.77 eV

(6)
Entry from OMol25: an isolated molecule of CHF2NO (ωB97M-V with the def2-TZVPD basis set).

Each line ends with the Mulliken charge.
CARTESIAN COORDINATES (ANGSTROEM)
C 0.690 0.218 -0.059  0.562
N -0.720 -0.184 0.242  -0.092
O 1.507 -0.618 -0.264  -0.409
F 0.870 1.522 -0.070  -0.184
F -0.945 -1.471 -0.123  -0.139
H -1.402 0.534 0.274  0.262

Values from the calculation:
Molar mass ... 81.021 g/mol
HOMO energy ... -10.8143 eV
LUMO energy ... 0.70 eV
Structure (SMILES) ... O=C(F)NF

Number 1: maximum force 2.29 eV Å⁻¹, total energy -25371.26624 eV. Number 2: maximum force 2.59 eV Å⁻¹, total energy -120213.67759 eV. Number 3: maximum force 1.01 eV Å⁻¹, total energy -73127.01908 eV. Number 4: maximum force 1.61 eV Å⁻¹, total energy -123306.12715 eV. Number 5: maximum force 0.41 eV Å⁻¹, total energy -47966.38723 eV. Number 6: maximum force 5.70 eV Å⁻¹, total energy -10023.33729 eV.